{"formula": "C49H38F6N2O6P2PbS2", "method": "ωB97M-V with the def2-TZVPD basis set", "species": ["Pb", "C", "C", "C", "C", "C", "C", "C", "P", "C", "C", "C", "C", "C", "C", "C", "C", "C", "C", "C", "C", "C", "C", "H", "H", "H", "H", "H", "H", "H", "H", "H", "H", "H", "H", "H", "H", "H", "H", "H", "H", "H", "H", "C", "C", "C", "C", "C", "C", "P", "C", "C", "C", "C", "C", "C", "C", "C", "C", "C", "C", "C", "H", "H", "H", "H", "H", "H", "H", "H", "H", "H", "H", "H", "H", "H", "O", "C", "N", "C", "O", "C", "C", "C", "C", "C", "C", "H", "H", "H", "H", "F", "C", "F", "F", "S", "O", "O", "N", "S", "O", "O", "C", "F", "F", "F"], "coordinates": [[-0.2281, -0.4866, -1.5038], [4.5728, -3.3484, 1.6219], [4.5288, -1.8583, 1.3994], [5.5734, -1.0800, 1.8860], [5.5668, 0.3043, 1.7638], [4.5023, 0.9409, 1.1517], [3.4548, 0.1813, 0.6502], [3.4610, -1.2085, 0.7529], [1.9630, -1.9992, 0.0767], [1.5199, -3.3286, 1.2523], [1.2524, -4.6105, 0.7694], [0.8187, -5.6194, 1.6146], [0.6563, -5.3583, 2.9670], [0.9214, -4.0878, 3.4544], [1.3449, -3.0557, 2.6194], [1.6440, -1.7081, 3.2172], [2.4867, -2.8094, -1.4616], [3.8265, -2.9412, -1.8333], [4.1861, -3.3666, -3.1000], [3.1772, -3.6450, -4.0235], [1.8509, -3.5169, -3.6746], [1.4520, -3.1092, -2.3839], [0.0601, -2.9067, -2.0480], [5.5999, -3.6701, 1.8035], [4.1837, -3.9066, 0.7714], [3.9697, -3.6406, 2.4854], [6.4040, -1.5714, 2.3828], [6.3892, 0.8825, 2.1693], [4.4455, 2.0189, 1.0912], [2.6004, 0.6898, 0.2170], [1.3899, -4.8148, -0.2860], [0.6077, -6.6038, 1.2147], [0.3174, -6.1367, 3.6406], [0.7847, -3.8744, 4.5092], [1.0879, -1.5750, 4.1466], [1.3702, -0.8923, 2.5477], [2.7105, -1.6040, 3.4360], [4.6024, -2.6586, -1.1332], [5.2300, -3.4461, -3.3759], [3.4341, -3.9501, -5.0319], [1.0765, -3.7156, -4.4070], [-0.2594, -3.2963, -1.0823], [-0.6387, -3.1766, -2.8372], [-2.5738, 4.3531, 1.0776], [-1.4192, 4.0076, 1.7645], [-1.1130, 2.6711, 1.9766], [-1.9806, 1.6695, 1.5449], [-3.1394, 2.0247, 0.8576], [-3.4286, 3.3603, 0.6179], [-1.4389, -0.0557, 1.7979], [-1.9578, -0.3997, 3.5240], [-1.8877, -1.7205, 3.9755], [-2.1656, -2.0392, 5.2950], [-2.5091, -1.0404, 6.1985], [-2.5782, 0.2746, 5.7633], [-2.3075, 0.5924, 4.4377], [-2.6405, -1.0089, 0.8162], [-3.8811, -1.4485, 1.2828], [-4.7539, -2.0969, 0.4238], [-4.3972, -2.2792, -0.9074], [-3.1658, -1.8305, -1.3656], [-2.2495, -1.2074, -0.5130], [-2.7874, 5.3928, 0.8610], [-0.7186, 4.7723, 2.0775], [-0.1586, 2.4110, 2.4227], [-3.7942, 1.2543, 0.4698], [-4.3074, 3.6238, 0.0428], [-1.6107, -2.5081, 3.2831], [-2.1087, -3.0722, 5.6183], [-2.7230, -1.2870, 7.2316], [-2.8481, 1.0628, 6.4562], [-2.3739, 1.6217, 4.1079], [-4.1678, -1.2821, 2.3157], [-5.7148, -2.4447, 0.7863], [-5.0848, -2.7681, -1.5895], [-2.9212, -1.9696, -2.4147], [2.0515, 2.9590, 1.1319], [1.4485, 3.3173, 0.1156], [0.7320, 2.5582, -0.7385], [0.1813, 3.3688, -1.7011], [-0.5435, 3.0508, -2.6218], [0.5992, 4.8010, -1.4450], [0.2974, 5.9705, -2.1101], [0.8349, 7.1484, -1.5907], [1.6370, 7.1293, -0.4517], [1.9281, 5.9335, 0.2063], [1.3919, 4.7749, -0.3179], [-0.3359, 5.9513, -2.9908], [0.6273, 8.0964, -2.0742], [2.0365, 8.0640, -0.0729], [2.5448, 5.9063, 1.0970], [-1.4354, -1.5679, -5.3533], [-1.8018, -0.3782, -5.8577], [-3.1182, -0.4247, -6.0870], [-1.1840, -0.2341, -7.0348], [-1.3588, 0.9576, -4.6626], [-2.0812, 0.5561, -3.4806], [0.0695, 0.9027, -4.6264], [-1.9407, 2.1622, -5.4053], [-2.7669, 3.4688, -5.2845], [-2.0562, 4.5939, -4.7627], [-3.5242, 3.6522, -6.4934], [-4.0463, 3.1085, -4.0014], [-4.9391, 4.1158, -3.9678], [-3.5179, 2.9939, -2.7961], [-4.7204, 1.9900, -4.2883]], "forces_ev_per_a": [[0.1, 0.2, -0.2], [0.0, 0.0, 0.0], [0.0, 0.0, -0.1], [0.0, 0.0, 0.0], [0.0, 0.0, 0.0], [0.0, 0.0, 0.0], [0.0, 0.0, 0.0], [0.1, -0.1, 0.1], [-0.2, 0.1, 0.0], [0.1, -0.1, 0.0], [0.0, 0.0, 0.0], [0.0, 0.0, 0.0], [0.0, 0.0, 0.0], [0.0, 0.0, 0.0], [0.0, 0.0, 0.0], [-0.1, 0.0, 0.1], [0.1, 0.0, 0.0], [0.0, 0.0, 0.0], [-0.1, 0.0, 0.0], [0.0, 0.0, 0.0], [0.0, 0.0, 0.0], [0.1, 0.0, -0.1], [-0.1, 0.1, 0.1], [0.0, 0.0, 0.0], [0.0, 0.0, 0.0], [0.0, 0.0, 0.0], [0.0, 0.0, 0.0], [0.0, 0.0, 0.0], [0.0, 0.0, 0.0], [0.0, 0.0, 0.0], [0.0, 0.0, 0.0], [0.0, 0.0, 0.0], [0.0, 0.0, 0.0], [0.0, 0.0, 0.0], [0.0, 0.0, 0.0], [0.0, 0.0, 0.0], [0.0, 0.0, 0.0], [0.0, 0.0, 0.0], [0.0, 0.0, 0.0], [0.0, 0.0, 0.0], [0.0, 0.0, 0.0], [0.0, -0.1, -0.1], [0.0, 0.0, 0.0], [-0.1, 0.0, 0.0], [0.1, 0.0, 0.0], [0.0, 0.1, 0.0], [0.0, 0.0, 0.0], [0.0, 0.0, 0.0], [0.0, 0.0, 0.0], [0.1, -0.1, 0.0], [0.0, 0.1, 0.1], [0.0, 0.0, 0.0], [0.0, 0.0, 0.0], [0.0, 0.0, 0.0], [0.0, 0.0, 0.0], [0.0, 0.0, 0.0], [0.0, 0.0, -0.1], [0.0, 0.0, 0.0], [0.0, 0.0, 0.0], [0.0, 0.0, 0.0], [-0.1, 0.0, 0.0], [0.0, 0.1, 0.0], [0.0, 0.0, 0.0], [0.0, 0.0, 0.0], [0.0, 0.0, 0.0], [0.0, 0.0, 0.0], [0.0, 0.0, 0.0], [0.0, 0.0, 0.0], [0.0, 0.0, 0.0], [0.0, 0.0, 0.0], [0.0, 0.0, 0.0], [0.0, 0.0, 0.0], [0.0, 0.0, 0.0], [0.0, 0.0, 0.0], [0.0, 0.0, 0.0], [0.0, 0.0, 0.0], [0.0, 0.0, -0.1], [0.0, 0.2, 0.1], [0.1, -0.1, 0.1], [0.0, 0.0, 0.0], [0.0, -0.2, 0.1], [0.0, 0.0, 0.0], [0.0, 0.0, 0.0], [0.0, 0.0, 0.0], [0.0, 0.0, 0.0], [0.0, -0.1, 0.0], [0.0, 0.0, 0.0], [0.0, 0.0, 0.0], [0.0, 0.0, 0.0], [0.0, 0.0, 0.0], [0.0, 0.0, 0.0], [0.0, 0.0, 0.0], [0.0, 0.0, 0.0], [0.0, 0.0, 0.0], [0.0, 0.0, 0.0], [0.1, 0.0, 0.2], [-0.1, -0.2, 0.2], [0.1, -0.1, -0.2], [0.0, 0.2, -0.4], [-0.1, -0.2, 0.1], [0.1, 0.1, 0.0], [-0.1, 0.0, 0.0], [0.0, 0.0, 0.0], [0.0, 0.1, -0.1], [0.0, 0.0, 0.1], [0.0, -0.1, -0.1]], "mulliken_charge": [1.706, -1.419, 1.096, -0.993, -0.766, -0.683, -0.688, 0.769, 1.419, 0.877, -0.871, -0.829, -0.832, -0.516, 0.797, -1.395, 0.871, -1.105, -0.959, -0.703, -0.851, 1.494, -2.347, 0.519, 0.187, 0.226, 0.394, 0.380, 0.495, 0.006, 0.357, 0.412, 0.357, 0.426, 0.511, -0.085, 0.298, 0.174, 0.426, 0.352, 0.412, 0.387, 0.467, -0.579, -0.772, -0.458, 0.723, -0.509, -0.556, 1.006, 0.242, -0.574, -0.705, -0.582, -0.544, -0.581, 0.024, -0.092, -0.709, -0.856, 0.080, -0.604, 0.347, 0.406, 0.347, 0.227, 0.363, 0.613, 0.425, 0.335, 0.378, 0.296, 0.405, 0.357, 0.394, 0.267, -0.775, -0.151, 0.631, -0.620, -0.085, 0.268, -0.331, -0.520, -0.484, -0.407, -0.063, 0.602, 0.403, 0.363, 0.476, -0.182, 0.330, -0.244, -0.244, 0.988, -0.330, -0.701, -0.481, 0.983, -0.573, -0.684, 0.554, -0.261, -0.108, -0.237], "spin_multiplicity": 1, "lumo_energy_ev": 3.8826, "charge": -2, "homo_ha": -0.0840, "relative_energy_kj_mol": 90.36, "gap_ev": 6.2}